A single C3H3NO2S molecule at a distorted geometry. Source: OMol25; level of theory: wB97M-V/def2-TZVPD.

Properties
Charge: 0
HOMO in eV: -9.39
SMILES: C=NOC(=S)C=O
Maximum force in hartree/bohr: 0.156
Energy relative to the best compared isomer or geometry (same formula, charge and spin) in eV: 6.689
Frontier orbital gap in hartree: 0.3060
Energy in eV: -19574.087

Atoms and positions in Å:
S -1.136 2.753 0.250
O -1.939 -0.442 1.860
O -0.053 0.609 -0.884
N 0.020 -0.806 -0.647
C 1.353 -1.144 -1.084
C -0.852 1.136 0.118
C -0.980 0.234 1.357
H 0.227 0.277 1.775
H 2.043 -0.249 -1.498
H 1.319 -2.369 -1.248

Forces on atoms 1 to 6 (eV/Å):
-0.02 -1.73 -0.34
4.78 3.80 -2.53
-1.68 0.09 2.02
7.42 -0.88 -2.98
-6.25 -0.15 0.41
0.49 1.28 0.06